ORCA calculation (ωB97M-V/def2-TZVPD) on 8 unconnected molecules or ions with the total composition C48H144N24O8P8.

Geometry (Å):
O: -16.3790 -11.6237 19.1577
P: -15.7399 -11.2619 17.8814
N: -15.1644 -12.5252 16.9486
C: -14.1261 -13.3907 17.3842
C: -16.3069 -13.1877 16.2935
N: -14.4052 -10.2107 18.2455
C: -13.2314 -10.0264 17.4469
C: -14.6550 -9.0416 19.1021
N: -16.7062 -10.3795 16.7686
C: -16.0679 -9.7741 15.6264
C: -18.0753 -9.9106 17.1603
H: -14.4874 -14.0428 18.1794
H: -13.3823 -12.7945 17.9128
H: -13.7395 -13.9710 16.5465
H: -15.9305 -13.8397 15.5053
H: -17.0565 -12.6064 15.7566
H: -16.9458 -13.7104 17.0054
H: -13.2133 -9.0663 16.9311
H: -12.3196 -10.2513 18.0002
H: -13.1581 -10.7286 16.6165
H: -15.1860 -8.2687 18.5465
H: -15.1442 -9.4288 19.9958
H: -13.6708 -8.7473 19.4666
H: -16.8587 -9.2806 15.0615
H: -15.3250 -8.9922 15.7837
H: -15.5307 -10.4625 14.9740
H: -18.4038 -8.9917 16.6747
H: -18.1049 -9.4559 18.1506
H: -18.8519 -10.6699 17.0688
O: -20.2915 -15.7738 22.3830
P: -19.6878 -16.3786 21.1239
N: -19.1315 -15.1164 20.0686
C: -18.7153 -13.8264 20.6736
C: -18.7766 -15.2479 18.6249
N: -20.6895 -17.4627 20.1930
C: -21.8893 -16.8530 19.5971
C: -20.7909 -18.8819 20.5223
N: -18.3289 -17.3159 21.1693
C: -17.4589 -17.2318 22.4042
C: -17.7213 -17.9177 19.9782
H: -17.7265 -13.9812 21.1055
H: -19.3999 -13.6153 21.4950
H: -18.7319 -12.9275 20.0574
H: -17.7344 -15.5672 18.6275
H: -18.9819 -14.3378 18.0612
H: -19.4478 -15.9682 18.1572
H: -21.8848 -16.9870 18.5154
H: -22.7784 -17.3119 20.0298
H: -21.8493 -15.7662 19.6695
H: -21.2106 -19.3660 19.6405
H: -19.8377 -19.3399 20.7865
H: -21.4632 -19.0622 21.3611
H: -16.6972 -16.4654 22.2602
H: -18.0941 -17.0771 23.2763
H: -17.0225 -18.2248 22.5115
H: -17.5047 -18.9652 20.1874
H: -16.7673 -17.4110 19.8328
H: -18.3529 -17.7380 19.1082
O: -23.6854 -7.3227 16.3549
P: -23.6310 -6.7568 17.6827
N: -23.7915 -7.8513 19.0042
C: -23.4644 -7.4555 20.3762
C: -24.0753 -9.3163 18.7922
N: -24.7300 -5.4816 18.0991
C: -24.7392 -4.2590 17.2918
C: -26.1158 -5.7863 18.5862
N: -22.0541 -6.0645 17.8952
C: -20.9425 -6.7952 17.1651
C: -21.6903 -4.9657 18.8050
H: -24.2085 -6.7273 20.6989
H: -22.4693 -7.0145 20.4354
H: -23.5545 -8.3598 20.9780
H: -24.0882 -9.4983 17.7176
H: -25.1148 -9.5136 19.0543
H: -23.3471 -9.9716 19.2700
H: -25.5254 -4.2190 16.5378
H: -24.8259 -3.4573 18.0252
H: -23.7670 -4.1755 16.8060
H: -26.7946 -5.8143 17.7338
H: -26.2139 -6.7186 19.1422
H: -26.4252 -5.0605 19.3382
H: -20.9567 -6.6586 16.0838
H: -19.9901 -6.4519 17.5691
H: -20.8846 -7.8626 17.3778
H: -22.1389 -3.9950 18.5942
H: -20.6144 -4.8456 18.9318
H: -22.1480 -5.1967 19.7669
O: -26.1189 -19.5152 15.6784
P: -24.8993 -19.9531 16.4356
N: -25.0362 -19.3938 18.0672
C: -25.1227 -18.0257 18.3545
C: -25.7790 -20.1899 19.0091
N: -23.5237 -19.1377 15.8237
C: -23.4071 -18.7540 14.4268
C: -22.2748 -18.8565 16.6192
N: -24.4789 -21.6177 16.6141
C: -24.4308 -22.4472 15.4078
C: -23.4648 -22.0195 17.6448
H: -26.1615 -17.7065 18.2703
H: -24.4622 -17.4250 17.7292
H: -24.8498 -17.7547 19.3744
H: -25.6967 -21.2762 18.9740
H: -26.8361 -19.9369 18.9270
H: -25.5205 -20.0037 20.0515
H: -22.4843 -18.2029 14.2456
H: -23.3454 -19.6431 13.7992
H: -24.2903 -18.3001 13.9774
H: -21.5782 -19.6924 16.5544
H: -21.8714 -17.8676 16.4015
H: -22.6070 -18.7645 17.6532
H: -23.4542 -22.3461 14.9343
H: -24.7063 -23.4731 15.6522
H: -25.1104 -21.9892 14.6891
H: -22.5322 -22.2529 17.1312
H: -23.7839 -22.9316 18.1492
H: -23.3076 -21.2525 18.4032
O: -26.1633 -11.3475 20.7648
P: -25.9342 -12.7966 20.5931
N: -24.7484 -13.4885 21.5963
C: -23.3775 -13.0726 21.1782
C: -25.0714 -13.4178 23.0392
N: -25.5295 -13.2698 18.9974
C: -25.5004 -12.2863 17.8625
C: -24.9341 -14.5985 18.5995
N: -27.3049 -13.7743 20.8213
C: -27.2228 -15.2723 20.8898
C: -28.6194 -13.3072 20.4346
H: -23.1742 -12.0018 21.1932
H: -23.2396 -13.4065 20.1497
H: -22.5931 -13.4938 21.8071
H: -25.8467 -14.1628 23.2183
H: -25.3645 -12.4189 23.3625
H: -24.1758 -13.7311 23.5757
H: -26.0977 -11.3996 18.0751
H: -24.5285 -11.8968 17.5595
H: -25.8612 -12.9461 17.0734
H: -24.1144 -14.4968 17.8883
H: -24.4863 -15.0797 19.4691
H: -25.6969 -15.2383 18.1558
H: -26.1696 -15.5453 20.8247
H: -27.6614 -15.6312 21.8209
H: -27.7471 -15.6848 20.0278
H: -28.9791 -12.6332 21.2121
H: -29.3441 -14.1187 20.3697
H: -28.6168 -12.6675 19.5520
O: -21.1667 -15.2031 16.4236
P: -21.2815 -14.0209 15.5138
N: -21.8675 -12.5731 16.1695
C: -21.7254 -12.3919 17.6444
C: -22.1946 -11.3611 15.4001
N: -22.3067 -14.2195 14.0861
C: -21.8596 -14.5253 12.6881
C: -23.7254 -14.5757 14.3172
N: -19.7380 -13.6901 14.7641
C: -19.2510 -12.3669 14.2753
C: -18.8849 -14.9302 14.4587
H: -21.2003 -11.4633 17.8679
H: -21.2730 -13.2446 18.1507
H: -22.6545 -12.2231 18.1887
H: -22.6437 -10.5075 15.9077
H: -22.7953 -11.5410 14.5086
H: -21.2880 -10.9261 14.9794
H: -21.7338 -15.6080 12.6990
H: -22.4479 -14.0957 11.8773
H: -20.8586 -14.0992 12.6209
H: -23.7904 -15.6614 14.2460
H: -24.0304 -14.2935 15.3249
H: -24.3603 -14.1314 13.5507
H: -20.0339 -11.9325 13.6535
H: -19.0897 -11.6588 15.0881
H: -18.3315 -12.4147 13.6919
H: -19.1835 -15.3300 13.4897
H: -19.1765 -15.7218 15.1490
H: -17.8248 -14.7616 14.6478
O: -16.9007 -10.5801 12.1947
P: -16.3252 -11.1405 10.9354
N: -15.4643 -10.0742 9.9179
C: -16.3000 -9.0592 9.1487
C: -14.2395 -9.4841 10.3041
N: -17.4880 -11.8852 9.8642
C: -18.9275 -11.4927 9.9869
C: -17.2018 -12.5900 8.6524
N: -15.3035 -12.5317 11.1246
C: -15.2924 -13.2037 12.3375
C: -14.2809 -12.8782 10.2064
H: -17.0804 -9.5754 8.5896
H: -15.6778 -8.4226 8.5197
H: -16.7345 -8.3107 9.8114
H: -14.4616 -8.7125 11.0412
H: -13.6449 -9.1520 9.4531
H: -13.7083 -10.2503 10.8689
H: -18.9383 -10.7650 10.7984
H: -19.3012 -11.0700 9.0543
H: -19.6020 -12.2657 10.3551
H: -18.0579 -13.1646 8.2989
H: -16.9408 -11.9266 7.8278
H: -16.3270 -13.2312 8.7610
H: -14.8960 -14.2180 12.2920
H: -14.5887 -12.6159 12.9270
H: -16.2838 -13.2179 12.7903
H: -14.4081 -13.8762 9.7869
H: -13.3346 -12.8093 10.7428
H: -14.2683 -12.1614 9.3853
O: -16.9757 -18.4108 8.9712
P: -18.2358 -17.6587 8.9971
N: -18.7870 -17.2854 7.3642
C: -19.9455 -16.5457 6.9107
C: -17.9922 -17.7581 6.2366
N: -18.0721 -16.2096 9.8062
C: -19.2347 -15.3584 10.0756
C: -16.7444 -15.6866 10.1551
N: -19.6215 -18.3741 9.6515
C: -20.3720 -19.4694 8.8912
C: -19.7436 -18.5036 11.1232
H: -20.5581 -16.3065 7.7800
H: -20.5265 -17.1554 6.2187
H: -19.6775 -15.6163 6.4083
H: -17.1334 -18.3086 6.6206
H: -17.5424 -16.9500 5.6597
H: -18.5338 -18.4050 5.5465
H: -19.4042 -14.6848 9.2356
H: -20.1188 -15.9393 10.3383
H: -19.0412 -14.8016 10.9925
H: -16.2547 -16.4940 10.6995
H: -16.1039 -15.5528 9.2833
H: -16.7484 -14.7903 10.7753
H: -20.6226 -19.1197 7.8897
H: -19.6475 -20.2758 8.7776
H: -21.2071 -19.8757 9.4619
H: -19.2046 -19.2802 11.6659
H: -20.7773 -18.7779 11.3334
H: -19.5884 -17.5875 11.6930

The SMILES is CN(C)P(=O)(N(C)C)N(C)C.CN(C)P(=O)(N(C)C)N(C)C.CN(C)P(=O)(N(C)C)N(C)C.CN(C)P(=O)(N(C)C)N(C)C.CN(C)P(=O)(N(C)C)N(C)C.CN(C)P(=O)(N(C)C)N(C)C.CN(C)P(=O)(N(C)C)N(C)C.CN(C)P(=O)(N(C)C)N(C)C. The calculation puts the HOMO-LUMO gap at 8.08 eV. As for the LUMO energy: 0.39 eV.

Mulliken population analysis, charges in e, atoms 1 to 99: atom 1 (O): -0.941, atom 2 (P): 0.552, atom 3 (N): 0.700, atom 4 (C): -1.081, atom 5 (C): -1.321, atom 6 (N): 0.084, atom 7 (C): -1.249, atom 8 (C): -1.126, atom 9 (N): 1.010, atom 10 (C): -1.181, atom 11 (C): -1.494, atom 12 (H): 0.312, atom 13 (H): 0.364, atom 14 (H): 0.283, atom 15 (H): 0.578, atom 16 (H): 0.024, atom 17 (H): 0.102, atom 18 (H): 0.388, atom 19 (H): 0.368, atom 20 (H): 0.369, atom 21 (H): 0.244, atom 22 (H): 0.290, atom 23 (H): 0.456, atom 24 (H): 0.468, atom 25 (H): 0.141, atom 26 (H): 0.339, atom 27 (H): 0.612, atom 28 (H): 0.378, atom 29 (H): 0.221, atom 30 (O): -0.934, atom 31 (P): 0.522, atom 32 (N): 0.520, atom 33 (C): -1.158, atom 34 (C): -0.275, atom 35 (N): 0.525, atom 36 (C): -0.709, atom 37 (C): -0.864, atom 38 (N): 0.236, atom 39 (C): -1.045, atom 40 (C): -1.162, atom 41 (H): 0.323, atom 42 (H): 0.407, atom 43 (H): 0.223, atom 44 (H): 0.406, atom 45 (H): -0.044, atom 46 (H): -0.132, atom 47 (H): -0.336, atom 48 (H): 0.708, atom 49 (H): -0.036, atom 50 (H): 0.065, atom 51 (H): 0.351, atom 52 (H): 0.310, atom 53 (H): 0.256, atom 54 (H): 0.306, atom 55 (H): 0.373, atom 56 (H): 0.365, atom 57 (H): 0.365, atom 58 (H): 0.324, atom 59 (O): -0.919, atom 60 (P): 0.323, atom 61 (N): 0.488, atom 62 (C): -1.108, atom 63 (C): -0.913, atom 64 (N): 0.210, atom 65 (C): -1.182, atom 66 (C): -0.990, atom 67 (N): 0.296, atom 68 (C): -0.945, atom 69 (C): -0.835, atom 70 (H): 0.320, atom 71 (H): 0.283, atom 72 (H): 0.410, atom 73 (H): 0.155, atom 74 (H): 0.300, atom 75 (H): 0.415, atom 76 (H): 0.321, atom 77 (H): 0.383, atom 78 (H): 0.352, atom 79 (H): 0.338, atom 80 (H): 0.248, atom 81 (H): 0.347, atom 82 (H): 0.279, atom 83 (H): 0.337, atom 84 (H): 0.215, atom 85 (H): 0.215, atom 86 (H): 0.311, atom 87 (H): 0.282, atom 88 (O): -0.880, atom 89 (P): 0.212, atom 90 (N): 0.802, atom 91 (C): -1.498, atom 92 (C): -1.267, atom 93 (N): 0.498, atom 94 (C): -1.373, atom 95 (C): 0.059, atom 96 (N): 0.170, atom 97 (C): -1.040, atom 98 (C): -0.944, atom 99 (H): 0.551